15
Properties=species:S:1:pos:R:3:mulliken_charge:R:1 method="wB97M-V/def2-TZVPD" relative_energy_kcal_mol=52.2 lumo_ev=1.321 e_tot_ha=-250.5838 molar_mass_g_mol=83.13 smiles=C1CC1N1CC1 gap_ha=0.37748 homo_ha=-0.3289
C -1.43 1.01 0.35 -0.55
C -1.92 -0.31 -0.17 -0.64
C -0.54 -0.21 0.38 0.08
N 0.53 -0.30 -0.58 -0.32
C 1.74 -0.98 -0.18 -0.50
C 1.74 0.48 -0.38 -0.32
H -1.19 1.81 -0.34 0.25
H -1.88 1.35 1.28 0.24
H -2.68 -0.86 0.38 0.24
H -1.95 -0.38 -1.25 0.27
H -0.34 -0.64 1.37 0.29
H 1.79 -1.32 0.85 0.23
H 2.22 -1.66 -0.89 0.24
H 2.09 0.89 -1.32 0.24
H 1.83 1.12 0.50 0.24



15
Properties=species:S:1:pos:R:3:mulliken_charge:R:1 method="wB97M-V/def2-TZVPD" relative_energy_kcal_mol=66.5 lumo_ev=0.944 e_tot_ha=-250.5610 molar_mass_g_mol=83.13 smiles="CC(C)C1=NC1" gap_ha=0.39053 homo_ha=-0.3558
C -1.22 1.04 0.02 -1.23
C -0.38 -0.36 0.44 0.47
C -1.04 -1.52 -0.15 -1.22
C 1.02 -0.15 -0.01 0.41
N 2.12 -0.72 -0.10 -0.60
C 2.17 0.83 -0.04 -0.51
H -0.64 1.93 0.51 0.30
H -2.23 0.98 0.30 0.42
H -1.16 1.23 -1.05 0.34
H -0.37 -0.29 1.48 0.27
H -2.10 -1.85 0.13 0.34
H -0.36 -2.39 -0.01 0.32
H -1.06 -1.38 -1.28 0.28
H 2.62 1.31 -0.99 0.17
H 2.63 1.35 0.76 0.25



15
Properties=species:S:1:pos:R:3:mulliken_charge:R:1 method="wB97M-V/def2-TZVPD" relative_energy_kcal_mol=104.7 lumo_ev=0.981 e_tot_ha=-250.5001 molar_mass_g_mol=83.13 gap_ha=0.33245 homo_ha=-0.2964
C 0.36 -1.62 -0.11 -1.49
C 0.25 -0.30 0.65 0.48
C 0.99 0.84 -0.05 -1.25
C -1.18 0.28 0.56 -0.58
C -0.86 1.15 -0.62 0.02
N -1.12 1.75 -1.65 -0.63
H -0.26 -2.39 0.35 0.37
H 1.39 -1.98 -0.13 0.38
H 0.03 -1.50 -1.15 0.34
H 0.57 -0.44 1.69 0.37
H 1.84 0.54 -0.67 0.44
H 1.27 1.66 0.62 0.39
H 0.15 1.53 -1.27 0.58
H -1.44 0.91 1.42 0.28
H -1.99 -0.43 0.37 0.31



15
Properties=species:S:1:pos:R:3:mulliken_charge:R:1 method="wB97M-V/def2-TZVPD" relative_energy_kcal_mol=4.2 lumo_ev=0.909 e_tot_ha=-250.6602 molar_mass_g_mol=83.13 smiles=CCCCC#N gap_ha=0.45541 homo_ha=-0.4220
C -2.09 -0.22 0.48 -1.22
C -0.91 0.61 -0.01 -0.32
C 0.28 -0.31 -0.28 -0.68
C 1.63 0.40 -0.44 -0.43
C 2.74 -0.52 -0.17 0.18
N 3.58 -1.28 0.08 -0.40
H -1.74 -0.94 1.24 0.35
H -2.88 0.39 0.92 0.35
H -2.51 -0.81 -0.34 0.30
H -0.63 1.36 0.74 0.34
H -1.22 1.17 -0.91 0.26
H 0.33 -1.00 0.57 0.38
H 0.08 -0.94 -1.16 0.29
H 1.71 1.24 0.26 0.30
H 1.75 0.81 -1.45 0.29



15
Properties=species:S:1:pos:R:3:mulliken_charge:R:1 method="wB97M-V/def2-TZVPD" relative_energy_kcal_mol=118.1 lumo_ev=-0.235 e_tot_ha=-250.4788 molar_mass_g_mol=83.13 smiles="C=N/C=C/CC" gap_ha=0.25859 homo_ha=-0.2672
C 2.33 -1.40 0.78 -0.25
N 1.28 -2.12 0.72 -0.46
C 0.06 -1.48 0.81 -0.03
C -0.32 -0.15 0.58 -0.46
C -0.99 0.36 -0.73 -0.32
C -1.14 1.87 -1.00 -1.00
H 2.51 -0.58 1.46 0.32
H 3.12 -1.38 -0.01 0.22
H -0.55 -1.92 1.60 0.26
H -0.61 0.41 1.45 0.25
H -1.90 -0.20 -0.79 0.34
H -0.36 -0.01 -1.55 0.25
H -0.12 2.26 -1.29 0.26
H -1.75 2.08 -1.93 0.30
H -1.58 2.27 -0.11 0.31



15
Properties=species:S:1:pos:R:3:mulliken_charge:R:1 method="wB97M-V/def2-TZVPD" relative_energy_kcal_mol=61.6 lumo_ev=0.728 e_tot_ha=-250.5688 molar_mass_g_mol=83.13 smiles="C=CCC.C#N" gap_ha=0.38684 homo_ha=-0.3601
C -1.14 -1.12 0.97 -0.78
C -0.95 -0.31 -0.07 -0.50
C 0.32 0.41 -0.59 -0.29
C 1.42 -0.64 -0.83 -1.20
H -1.96 -1.44 1.48 0.37
H -0.20 -1.45 1.40 0.16
H -1.84 -0.09 -0.58 0.54
H -0.12 0.82 -1.57 0.24
H 0.47 1.20 0.11 0.39
H 1.59 -1.29 -0.04 0.41
H 2.27 -0.09 -1.03 0.37
H 1.09 -1.07 -1.78 0.29
C -1.98 2.12 0.77 0.23
N -3.05 2.50 0.66 -0.40
H -0.94 2.01 0.85 0.17



15
Properties=species:S:1:pos:R:3:mulliken_charge:R:1 method="wB97M-V/def2-TZVPD" relative_energy_kcal_mol=16.8 lumo_ev=0.935 e_tot_ha=-250.6402 molar_mass_g_mol=83.13 smiles=CC[C@@H](C)C#N gap_ha=0.44050 homo_ha=-0.4061
C 0.15 -1.88 -0.81 -1.18
C 0.28 -0.34 -0.88 -0.53
C 0.18 0.38 0.53 0.45
C 0.01 2.00 0.59 -1.16
C -0.96 -0.10 1.28 0.12
N -1.93 -0.32 1.88 -0.49
H 0.97 -2.35 -0.25 0.29
H -0.79 -2.18 -0.34 0.36
H 0.16 -2.31 -1.82 0.36
H 1.25 -0.11 -1.36 0.33
H -0.49 0.04 -1.55 0.30
H 1.11 0.10 1.05 0.19
H 0.87 2.13 -0.01 0.34
H -0.92 2.43 0.17 0.30
H 0.08 2.46 1.60 0.34



15
Properties=species:S:1:pos:R:3:mulliken_charge:R:1 method="wB97M-V/def2-TZVPD" relative_energy_kcal_mol=138.9 lumo_ev=-1.275 e_tot_ha=-250.4457 molar_mass_g_mol=83.13 gap_ha=0.21830 homo_ha=-0.2651
N -0.38 -0.02 -1.94 -0.60
C 0.08 -0.55 -0.71 0.34
C 0.35 0.06 0.57 -0.41
C -0.59 0.99 1.05 -0.07
C -0.42 1.89 2.07 -0.86
C 0.72 -1.94 -0.97 -1.03
H -0.32 1.00 -1.99 0.27
H -1.05 -0.74 -0.78 0.28
H 1.37 0.13 0.93 0.32
H -1.48 1.20 0.46 0.27
H -1.34 2.42 2.25 0.26
H 0.54 2.33 2.33 0.27
H 1.62 -1.78 -1.56 0.26
H 0.93 -2.56 -0.09 0.36
H -0.03 -2.42 -1.61 0.34



15
Properties=species:S:1:pos:R:3:mulliken_charge:R:1 method="wB97M-V/def2-TZVPD" relative_energy_kcal_mol=28.2 lumo_ev=0.960 e_tot_ha=-250.6220 molar_mass_g_mol=83.13 smiles="C=C/C(C)=C/N" gap_ha=0.30858 homo_ha=-0.2733
C -2.39 -0.16 0.40 -0.81
C -1.19 -0.70 0.56 -0.22
C 0.05 -0.19 -0.06 0.68
C -0.05 0.79 -1.20 -1.52
C 1.21 -0.63 0.45 -0.22
N 2.40 0.07 0.35 -0.50
H -2.43 0.69 -0.26 0.24
H -3.22 -0.56 0.95 0.27
H -0.99 -1.64 1.07 0.23
H 0.94 1.03 -1.61 0.38
H -0.46 1.75 -0.89 0.38
H -0.67 0.34 -1.97 0.36
H 1.28 -1.56 1.00 0.31
H 2.32 1.07 0.37 0.21
H 3.20 -0.31 0.84 0.22



15
Properties=species:S:1:pos:R:3:mulliken_charge:R:1 method="wB97M-V/def2-TZVPD" relative_energy_kcal_mol=89.9 lumo_ev=0.950 e_tot_ha=-250.5237 molar_mass_g_mol=83.13 smiles=C#CNC(C)C gap_ha=0.34430 homo_ha=-0.3094
C 0.75 -1.61 2.47 -0.36
C 0.48 -0.72 1.65 -0.25
N -0.33 0.20 1.08 -0.22
C 0.13 0.31 -0.29 0.60
C -0.45 -0.72 -1.24 -1.32
C 0.04 1.73 -0.78 -1.37
H 1.27 -2.46 2.82 0.37
H -1.32 0.22 1.28 0.25
H 1.23 -0.29 0.18 0.27
H -0.38 -1.72 -0.80 0.35
H 0.09 -0.72 -2.19 0.36
H -1.50 -0.49 -1.45 0.31
H 0.42 1.82 -1.80 0.35
H 0.58 2.41 -0.13 0.34
H -1.01 2.05 -0.80 0.32



15
Properties=species:S:1:pos:R:3:lowdin_spin:R:1 method="wB97M-V/def2-TZVPD" relative_energy_kcal_mol=146.1 lumo_ev="-7.813 / -6.906" e_tot_ha=-250.1357 molar_mass_g_mol=83.13 charge=+1 spin_multiplicity=2 gap_ha="0.25334 / 0.30014" homo_ha="-0.5405 / -0.5539"
C 0.56 -1.53 -0.23 -0.06
N -1.71 -0.55 1.29 0.78
C -0.83 0.43 0.77 0.08
C 0.28 -0.10 -0.12 -0.30
C 1.32 1.22 -0.30 0.50
C 0.60 0.81 -1.42 -0.03
H 1.61 -1.69 -0.50 -0.01
H 0.06 -2.09 0.55 -0.01
H 0.02 -1.93 -1.10 -0.03
H -0.29 0.92 1.60 0.01
H -2.30 -0.04 1.96 0.02
H -1.32 1.22 0.19 0.01
H 2.31 0.81 -0.14 0.03
H -0.37 1.18 -1.75 0.00
H 1.06 0.21 -2.21 0.02



16
Properties=species:S:1:pos:R:3:mulliken_charge:R:1 method="wB97M-V/def2-TZVPD" relative_energy_kcal_mol=26.9 lumo_ev=-3.632 e_tot_ha=-305.1871 molar_mass_g_mol=97.14 charge=+1 smiles=CCc1c[nH]c[nH+]1 gap_ha=0.38567 homo_ha=-0.5192
C -0.80 1.34 -1.62 -1.27
C -0.63 -0.13 -1.28 -0.28
C -0.02 -0.42 0.05 0.44
C 0.83 -1.45 0.40 -0.60
N 1.24 -1.19 1.69 -0.06
C 0.54 -0.16 2.17 -0.22
N -0.20 0.35 1.18 0.04
H 0.18 1.83 -1.66 0.35
H -1.41 1.89 -0.90 0.35
H -1.11 1.48 -2.66 0.35
H -1.64 -0.55 -1.25 0.24
H 0.03 -0.56 -2.03 0.33
H 1.19 -2.20 -0.28 0.41
H 2.16 -1.49 1.98 0.30
H 0.42 0.13 3.20 0.39
H -0.81 1.13 1.01 0.22



16
Properties=species:S:1:pos:R:3:mulliken_charge:R:1 method="wB97M-V/def2-TZVPD" relative_energy_kcal_mol=63.5 lumo_ev=-5.441 e_tot_ha=-305.1289 molar_mass_g_mol=97.14 charge=+1 smiles="CC1=NC=[N+](C)C1" gap_ha=0.36544 homo_ha=-0.5654
C -2.54 0.45 -0.15 -1.12
C -1.06 0.17 -0.37 0.54
N -0.54 0.14 -1.63 -0.47
C 0.73 -0.19 -1.35 -0.05
N 0.96 -0.44 -0.09 0.08
C 2.28 -0.50 0.53 -0.81
C -0.08 -0.02 0.73 -0.27
H -2.94 1.16 -0.91 0.35
H -2.83 0.84 0.84 0.36
H -3.18 -0.49 -0.27 0.30
H 1.54 -0.09 -1.99 0.44
H 2.30 -0.95 1.50 0.30
H 3.09 -0.94 -0.10 0.30
H 2.58 0.63 0.60 0.37
H 0.26 0.97 1.10 0.34
H -0.58 -0.73 1.55 0.34



16
Properties=species:S:1:pos:R:3:mulliken_charge:R:1 method="wB97M-V/def2-TZVPD" relative_energy_kcal_mol=142.4 lumo_ev=-4.402 e_tot_ha=-305.0031 molar_mass_g_mol=97.14 charge=+1 smiles="C=C=[N+](C)CN=C" gap_ha=0.37954 homo_ha=-0.5413
C 0.69 1.67 1.52 -0.81
C 0.31 1.01 0.53 0.78
N -0.19 0.53 -0.50 0.16
C 0.14 1.03 -1.69 -0.89
C -1.10 -0.68 -0.31 -0.42
N -0.35 -1.49 0.72 -0.32
C -0.11 -2.70 0.23 -0.23
H 0.31 2.52 2.09 0.30
H 1.58 1.29 2.09 0.24
H -0.43 1.99 -1.83 0.37
H 0.15 0.47 -2.63 0.34
H 1.17 1.42 -1.74 0.37
H -0.97 -1.38 -1.16 0.30
H -2.19 -0.51 -0.05 0.29
H -0.28 -2.68 -0.81 0.24
H 0.79 -3.19 0.64 0.28



16
Properties=species:S:1:pos:R:3:mulliken_charge:R:1 method="wB97M-V/def2-TZVPD" relative_energy_kcal_mol=25.7 lumo_ev=-3.348 e_tot_ha=-305.1891 molar_mass_g_mol=97.14 charge=+1 smiles=CCc1c[nH]c[nH+]1 gap_ha=0.40552 homo_ha=-0.5286
C -0.30 -1.42 -1.96 -1.03
C 0.63 -1.51 -0.75 -0.60
C 0.43 -0.36 0.20 0.26
C -0.61 -0.30 1.06 -0.39
N -0.80 1.05 1.44 -0.04
C 0.00 1.77 0.68 -0.21
N 0.71 1.00 -0.12 -0.02
H 0.24 -1.10 -2.85 0.31
H -1.07 -0.64 -1.94 0.34
H -0.75 -2.37 -2.20 0.30
H 1.67 -1.51 -1.10 0.36
H 0.51 -2.44 -0.19 0.37
H -1.32 -1.05 1.35 0.39
H -1.60 1.45 1.89 0.29
H 0.08 2.84 0.55 0.39
H 1.49 1.39 -0.64 0.27



16
Properties=species:S:1:pos:R:3:mulliken_charge:R:1 method="wB97M-V/def2-TZVPD" relative_energy_kcal_mol=150.4 lumo_ev=-6.791 e_tot_ha=-304.9903 molar_mass_g_mol=97.14 charge=+1 gap_ha=0.27492 homo_ha=-0.5245
C 0.55 -0.07 -2.06 -0.45
C -1.19 0.32 -0.37 0.06
C 0.27 0.33 -0.32 0.50
C -1.65 -0.59 0.83 -1.08
C 1.45 0.38 0.49 -1.06
N -1.66 -0.12 -1.68 -0.23
N -0.74 -0.31 -2.46 -0.11
H 1.17 0.60 -2.77 0.37
H 1.14 -1.03 -1.99 0.37
H -1.52 1.32 -0.26 0.45
H -1.35 -1.62 0.48 0.34
H -2.75 -0.68 0.94 0.36
H -1.10 -0.09 1.74 0.35
H 1.51 1.01 1.43 0.38
H 2.27 0.69 -0.24 0.36
H 1.69 -0.62 0.79 0.39